Entry 1:
Molecular formula: C17H21AsBr2N3O2SV
Method: DFT, ωB97M-V with the def2-TZVPD basis set

The net charge is +2. Its expectation value of S² is 2.019. For the gap between HOMO and LUMO (spin up / spin down), the calculation gives 7.10 / 7.48 eV. The LUMO energy (spin up / spin down) is -6.566 / -6.196 eV. As for the multiplicity: 3. The HOMO energy (spin up / spin down) comes out at -13.7 / -13.7 eV.

The geometry in XYZ format:
```
48
C17H21AsBr2N3O2SV (ωB97M-V with the def2-TZVPD basis set)
Br 4.802 -1.265 3.936
Br 4.354 -1.501 -1.681
As -3.870 -0.950 -0.831
V -0.334 -0.302 -0.695
S -0.220 1.963 -1.376
O -2.194 -0.665 -0.783
O 1.388 -0.807 -1.015
N 0.301 -0.339 1.279
N 2.222 2.887 -0.567
N 2.349 1.749 -2.384
C 1.499 2.180 -1.448
C -4.749 0.490 0.060
C 3.745 -1.119 2.390
C -4.403 -1.010 -2.658
C -4.219 -2.617 0.025
C 3.540 -1.226 -0.017
C 3.623 2.189 -2.084
C 2.205 -0.936 0.055
C 3.545 2.913 -0.946
C 2.367 -0.781 2.501
C 1.672 -0.498 3.693
C 1.627 -0.695 1.314
C 1.995 0.915 -3.528
C 4.310 -1.328 1.164
C -0.325 -0.056 2.418
C 0.352 -0.139 3.646
C -1.762 0.350 2.350
H -2.113 0.711 3.314
H -4.099 -2.510 1.102
H 5.358 -1.577 1.084
H 1.816 3.361 0.224
H -1.900 1.139 1.608
H 2.888 0.765 -4.127
H -5.241 -2.924 -0.199
H 1.232 1.410 -4.122
H 2.192 -0.558 4.640
H -5.477 -1.187 -2.708
H -4.164 -0.058 -3.129
H -2.374 -0.507 2.062
H 4.299 3.438 -0.388
H -4.732 0.331 1.136
H 4.466 1.950 -2.707
H -0.188 0.090 4.554
H -5.782 0.537 -0.285
H 1.640 -0.049 -3.170
H -4.241 1.419 -0.192
H -3.524 -3.362 -0.358
H -3.874 -1.819 -3.160
```


Entry 2:
Molecular formula: CH5BO3
Method: DFT, ωB97M-V with the def2-TZVPD basis set

For the gap between HOMO and LUMO, the calculation gives 10.23 eV. The LUMO energy is 0.406 eV. The HOMO energy comes out at -9.8 eV.

The geometry in XYZ format:
```
10
CH5BO3 (ωB97M-V with the def2-TZVPD basis set)
O 1.243 1.298 -0.872
O 2.793 -0.545 0.352
O 0.075 -0.545 0.324
C -1.309 -0.107 0.313
B 1.084 0.237 -0.097
H -1.384 0.697 0.979
H -1.788 0.223 -0.748
H 2.491 -1.506 0.144
H -1.877 -0.965 0.627
H 2.159 1.442 -1.181
```


Entry 3:
Molecular formula: C24H48O48S12
Method: DFT, ωB97M-V with the def2-TZVPD basis set

For the gap between HOMO and LUMO, the calculation gives 10.85 eV. The LUMO energy is -0.214 eV. The HOMO energy comes out at -11.1 eV.

The geometry in XYZ format:
```
132
C24H48O48S12 (ωB97M-V with the def2-TZVPD basis set)
S -13.097 -18.437 -14.706
S -3.301 -12.780 -14.902
S -5.346 -18.868 -24.827
S -1.363 -16.613 -18.979
S -10.490 -15.687 -20.335
S -13.553 -17.556 -25.841
S -12.403 -22.850 -21.733
S -8.930 -8.460 -18.860
S -8.683 -11.638 -24.340
S -18.305 -17.023 -19.545
S -0.799 -11.208 -21.798
S -7.474 -20.898 -18.235
O -0.445 -9.940 -22.482
O -1.362 -11.011 -20.245
O -1.850 -12.102 -15.348
O -11.150 -16.934 -20.704
O -12.500 -24.197 -22.298
O -10.602 -15.486 -18.652
O -13.163 -19.849 -15.044
O -9.153 -9.818 -19.236
O -7.403 -11.072 -25.235
O -18.825 -18.147 -18.677
O -13.919 -22.323 -21.215
O -14.988 -17.485 -26.564
O -0.841 -16.249 -20.521
O -8.527 -13.140 -25.067
O -0.691 -15.769 -17.990
O -4.328 -19.905 -24.840
O -9.194 -8.040 -17.485
O -6.325 -19.040 -23.474
O -3.842 -12.067 -13.739
O -8.492 -21.120 -17.213
O -6.766 -19.580 -18.127
O -8.085 -21.189 -19.745
O -11.928 -18.045 -13.602
O -11.687 -22.737 -20.271
O -13.948 -19.068 -25.197
O -2.833 -15.995 -19.431
O -14.205 -18.120 -13.540
O -16.653 -17.075 -19.708
O -6.371 -22.134 -18.386
O -18.980 -16.885 -20.820
O -9.599 -7.392 -19.899
O -7.467 -7.935 -19.420
O -13.539 -16.451 -24.909
O -9.841 -10.877 -24.634
O -6.601 -19.373 -25.838
O -18.350 -15.619 -18.680
O -12.536 -17.570 -26.880
O -4.140 -13.214 -15.960
O -2.383 -14.123 -14.366
O -13.078 -17.518 -15.805
O -11.733 -21.901 -22.546
O -2.313 -11.821 -22.261
O 0.257 -12.222 -21.896
O -10.805 -14.493 -21.103
O -8.832 -15.723 -20.187
O -8.201 -11.671 -22.963
O -1.501 -18.041 -18.803
O -5.052 -17.453 -24.983
C -9.451 -15.073 -18.062
C -15.288 -19.458 -25.367
C -7.449 -22.254 -20.374
C -7.203 -13.396 -25.512
C -6.461 -12.047 -25.647
C -13.932 -16.938 -12.721
C -8.381 -14.890 -19.222
C -7.599 -18.578 -23.860
C -12.509 -22.034 -19.376
C -6.019 -22.328 -19.717
C -3.270 -16.365 -20.749
C -16.022 -15.869 -19.359
C -7.834 -19.087 -25.338
C -2.810 -10.948 -20.153
C -8.959 -7.324 -21.155
C -12.453 -17.049 -12.719
C -1.123 -13.694 -13.811
C -13.635 -21.438 -20.190
C -1.887 -16.428 -21.467
C -7.463 -7.562 -20.780
C -0.726 -12.424 -14.562
C -15.976 -18.183 -25.791
C -17.011 -15.141 -18.448
C -3.285 -11.102 -21.557
H -14.201 -15.988 -13.182
H -1.223 -13.399 -12.767
H -15.163 -20.171 -26.182
H -5.654 -12.076 -24.914
H -0.656 -11.587 -13.867
H -5.187 -21.719 -20.071
H -9.350 -8.093 -21.822
H -8.426 -19.999 -25.405
H -16.818 -18.404 -26.447
H -6.922 -6.645 -21.011
H -5.564 -23.316 -19.639
H -16.755 -15.358 -17.411
H -16.971 -14.053 -18.510
H -9.223 -6.330 -21.515
H -9.258 -15.927 -17.411
H -13.384 -20.415 -20.470
H -7.450 -22.147 -21.459
H 0.228 -12.671 -15.028
H -7.273 -13.897 -26.478
H -3.094 -9.952 -19.811
H -14.518 -21.469 -19.552
H -3.722 -17.356 -20.738
H -9.483 -14.180 -17.437
H -11.955 -21.204 -18.938
H -8.041 -23.157 -20.226
H -8.435 -18.392 -25.923
H -7.469 -17.503 -23.736
H -14.449 -17.170 -11.790
H -15.090 -16.014 -18.813
H -6.771 -14.062 -24.766
H -12.084 -16.100 -13.108
H -1.896 -17.368 -22.018
H -6.200 -11.770 -26.668
H -3.968 -15.585 -21.051
H -7.356 -15.198 -19.015
H -8.373 -18.862 -23.147
H -15.596 -20.028 -24.490
H -0.330 -14.439 -13.754
H -3.473 -10.159 -22.071
H -8.134 -13.875 -19.533
H -7.118 -8.478 -21.260
H -12.870 -22.707 -18.599
H -15.927 -15.246 -20.248
H -11.986 -17.272 -11.759
H -3.124 -11.708 -19.437
H -16.362 -17.501 -25.033
H -1.798 -15.535 -22.086
H -4.254 -11.601 -21.540
```


Entry 4:
Molecular formula: C20H33IrNO3Si3
Method: DFT, ωB97M-V with the def2-TZVPD basis set

The net charge is +2. Its expectation value of S² is 8.803. For the gap between HOMO and LUMO (spin up / spin down), the calculation gives 6.19 / 6.28 eV. The LUMO energy (spin up / spin down) is -6.693 / -9.132 eV. As for the multiplicity: 6. The HOMO energy (spin up / spin down) comes out at -12.9 / -15.4 eV.

The geometry in XYZ format:
```
61
C20H33IrNO3Si3 (ωB97M-V with the def2-TZVPD basis set)
Ir 0.064 0.150 -0.450
Si 2.975 -1.163 -1.336
Si 0.372 -2.843 -0.332
Si 0.477 -1.311 -3.161
O 1.165 3.640 1.171
O 1.182 1.644 0.140
O -0.656 -1.769 0.512
N -1.286 1.993 -0.713
C -4.871 2.480 -2.865
C -2.270 4.542 -1.135
C 1.038 -1.473 -1.487
C -2.980 3.430 -1.606
C -4.497 1.220 -2.531
C 0.502 0.330 -3.976
C -4.173 3.591 -2.373
C -2.615 -0.314 -2.032
C 3.430 -0.866 0.439
C 0.656 2.847 0.450
C -1.307 -2.033 1.783
C -1.109 4.367 -0.420
C -2.477 2.140 -1.327
C -3.360 0.936 -1.592
C 3.731 -2.688 -2.084
C -0.085 -2.655 -4.252
C 3.432 0.318 -2.362
C -0.635 3.084 -0.255
C 1.527 -3.613 0.871
C -0.660 -4.096 -1.205
H 3.498 -2.760 -3.151
H 2.657 -0.338 1.003
H 3.678 -1.787 0.967
H -4.510 4.592 -2.603
H -1.044 -4.824 -0.485
H 3.411 -3.614 -1.605
H 2.889 1.218 -2.062
H 0.677 1.146 -3.276
H -5.056 0.363 -2.886
H 4.317 -0.227 0.456
H 3.298 0.158 -3.434
H 4.820 -2.635 -1.996
H 4.495 0.518 -2.205
H 0.995 -4.410 1.396
H -0.728 -3.376 -3.750
H -1.781 -0.486 -1.335
H -0.547 5.189 0.000
H 1.301 0.352 -4.725
H 2.388 -4.070 0.381
H -3.813 0.702 -0.613
H -5.725 2.636 -3.511
H -3.249 -1.198 -1.971
H -2.016 -2.849 1.658
H -1.839 -1.137 2.087
H 1.895 -2.903 1.612
H -0.566 -2.292 2.537
H -2.654 5.535 -1.331
H -0.606 -2.235 -5.114
H 0.789 -3.205 -4.621
H -2.235 -0.211 -3.053
H -0.063 -4.655 -1.931
H -0.434 0.505 -4.515
H -1.516 -3.651 -1.715
```


Entry 5:
Molecular formula: C22H24N9O4RbS
Method: DFT, ωB97M-V with the def2-TZVPD basis set

The net charge is -2. For the gap between HOMO and LUMO, the calculation gives 4.55 eV. The LUMO energy is 3.175 eV. The HOMO energy comes out at -1.4 eV.

The geometry in XYZ format:
```
61
C22H24N9O4RbS (ωB97M-V with the def2-TZVPD basis set)
Rb -0.891 -0.292 1.192
S 0.542 4.879 -0.884
O 0.552 -1.708 3.085
O -2.388 -2.167 2.368
O -0.424 -2.892 4.734
O -1.179 -4.000 1.871
N -0.579 -2.845 -3.083
N -0.600 1.920 3.237
N -1.281 3.690 1.241
N -1.222 -1.341 -1.595
N 1.927 -0.996 0.530
N 3.289 -5.973 -7.674
N -1.913 4.377 0.239
N 1.297 1.763 0.571
N -1.917 5.433 -1.759
C 0.222 -3.490 -4.029
C -0.552 2.811 5.862
C 2.637 -5.443 -6.890
C -1.171 4.817 -0.732
C -0.336 -2.501 3.562
C 1.021 -2.747 -4.898
C -1.642 3.962 2.437
C -2.593 5.071 2.803
C -1.075 3.606 4.852
C 0.234 -4.882 -4.106
C 1.021 -5.518 -5.045
C -0.097 1.161 4.210
C 2.880 -0.040 0.004
C -1.075 3.135 3.541
C -2.098 -2.408 -1.570
C -0.050 1.565 5.542
C -1.718 -3.345 -2.472
C 1.820 -4.777 -5.913
C 2.683 1.330 0.644
C -0.334 -1.625 -2.494
C -1.407 -2.957 2.521
C 1.818 -3.387 -5.826
H 2.956 1.241 1.701
H -1.474 4.584 5.085
H 3.399 2.033 0.188
H -0.349 -5.461 -3.405
H -2.109 5.810 3.447
H 3.931 -0.329 0.161
H -2.836 5.022 -1.843
H 1.000 -1.667 -4.856
H -0.549 3.166 6.887
H -2.926 5.566 1.896
H -1.395 5.433 -2.621
H 1.033 -6.598 -5.099
H 0.263 0.170 3.930
H 1.073 2.097 -0.363
H -2.140 -4.297 -2.736
H 1.099 2.568 1.154
H -2.898 -2.454 -0.849
H 0.546 -1.041 -2.711
H 2.436 -2.808 -6.498
H -3.454 4.672 3.346
H 2.197 -1.959 0.394
H 1.704 -0.878 1.515
H 2.744 0.054 -1.084
H 0.346 0.889 6.288
```


Entry 6:
Molecular formula: C4H12N2O
Method: DFT, ωB97M-V with the def2-TZVPD basis set

For the gap between HOMO and LUMO, the calculation gives 9.71 eV. The LUMO energy is 0.669 eV. Its SMILES is CCC/N=C\N.O. The HOMO energy comes out at -9.0 eV.

The geometry in XYZ format:
```
19
C4H12N2O (ωB97M-V with the def2-TZVPD basis set)
O -3.876 -1.207 -0.115
N 0.198 1.627 -0.764
N -1.630 0.871 0.610
C -0.971 1.697 -0.276
C 1.388 -0.518 -0.434
C 2.524 -1.248 0.258
C 1.183 0.916 0.064
H 0.452 -1.062 -0.258
H 3.461 -0.716 0.070
H 1.515 -0.491 -1.517
H -1.232 0.040 1.010
H 0.912 0.915 1.126
H -3.592 -1.548 -0.968
H 2.659 -2.260 -0.118
H -1.681 2.354 -0.787
H -3.226 -0.539 0.123
H -2.622 1.016 0.641
H 2.132 1.454 -0.007
H 2.406 -1.302 1.341
```


Which formula does entry 2 have?
CH5BO3


Number 6 is which compound?
C4H12N2O